(1)
43
Properties=species:S:1:pos:R:3 method="wB97M-V/def2-TZVPD" molar_mass_g_mol=359.81 relative_energy_ev=4.467 smiles="CC(=O)N[C@H](c1ccco1)c1cc(Cl)c2ccc(N(C)C)nc2c1O" lumo_ev=-0.04 homo_lumo_gap_ha=0.27838 e_tot_ha=-1546.82158
C -5.715 -0.069 0.957
C -4.435 0.245 1.601
O -4.409 0.491 2.774
N -3.277 0.402 0.818
C -2.129 1.223 1.117
C -2.069 2.372 0.239
C -1.010 3.187 0.123
C -1.240 4.081 -1.002
C -2.508 3.830 -1.384
O -3.096 2.758 -0.662
C -0.950 0.239 1.109
C -0.842 -0.478 2.242
C 0.180 -1.443 2.415
Cl 0.275 -2.283 3.984
C 1.237 -1.591 1.465
C 2.456 -2.197 1.574
C 3.322 -2.285 0.426
C 3.040 -1.611 -0.762
N 3.997 -1.607 -1.771
C 5.367 -2.054 -1.443
C 3.621 -1.261 -3.161
N 1.980 -0.795 -0.750
C 1.101 -0.833 0.205
C -0.087 0.057 0.024
O -0.387 0.656 -1.164
H -5.628 -0.638 -0.035
H -6.259 0.923 0.786
H -6.405 -0.607 1.623
H -3.315 0.231 -0.201
H -2.263 1.685 2.149
H -0.017 3.269 0.639
H -0.641 4.957 -1.390
H -3.001 4.296 -2.229
H -1.497 -0.236 3.044
H 2.736 -2.698 2.488
H 4.072 -2.987 0.613
H 5.657 -1.481 -0.555
H 5.982 -1.901 -2.245
H 5.314 -3.092 -1.188
H 2.815 -1.839 -3.749
H 4.489 -1.205 -3.833
H 3.223 -0.246 -3.078
H 0.315 0.535 -1.813

---

(2)
60
Properties=species:S:1:pos:R:3 method="wB97M-V/def2-TZVPD" molar_mass_g_mol=636.31 relative_energy_ev=4.767 smiles="O=C1OC[C@@H](F)O1.O=C1OC[C@@H](F)O1.O=C1OC[C@@H](F)O1.O=C1OC[C@@H](F)O1.O=C1OC[C@@H](F)O1.O=C1OC[C@@H](F)O1" lumo_ev=0.14 homo_lumo_gap_ha=0.40729 e_tot_ha=-2650.15685
O -13.727 -25.910 -15.864
C -13.950 -27.133 -15.668
O -13.506 -27.954 -14.562
C -14.239 -29.195 -14.688
C -14.583 -29.249 -16.154
F -15.658 -29.929 -16.514
O -14.785 -27.889 -16.458
H -13.792 -30.118 -14.318
H -15.173 -29.098 -14.133
H -13.819 -29.703 -16.785
O -3.782 -17.761 -13.143
C -4.938 -17.800 -12.660
O -5.876 -16.963 -13.064
C -7.174 -17.369 -12.715
C -6.866 -18.384 -11.686
F -7.615 -19.472 -11.798
O -5.487 -18.791 -12.024
H -7.761 -16.567 -12.268
H -7.796 -17.766 -13.517
H -7.079 -17.960 -10.704
O 4.149 -23.594 -11.658
C 3.381 -22.684 -11.979
O 3.062 -21.567 -11.260
C 2.373 -20.567 -11.994
C 2.048 -21.356 -13.283
F 2.754 -20.913 -14.317
O 2.594 -22.632 -13.120
H 1.522 -20.148 -11.457
H 3.031 -19.727 -12.219
H 0.960 -21.391 -13.337
O -4.890 -22.095 -16.714
C -5.937 -22.102 -17.318
O -6.991 -21.309 -16.994
C -8.099 -21.503 -17.819
C -7.335 -22.042 -19.098
F -6.985 -20.978 -19.834
O -6.161 -22.542 -18.550
H -8.690 -22.318 -17.400
H -8.757 -20.652 -17.993
H -8.007 -22.750 -19.585
O -2.889 -15.103 -23.673
C -2.835 -16.320 -23.904
O -3.922 -17.082 -23.970
C -3.536 -18.385 -24.360
C -2.005 -18.505 -23.883
F -1.166 -19.017 -24.769
O -1.686 -17.063 -23.721
H -4.309 -19.067 -24.008
H -3.690 -18.270 -25.433
H -1.885 -18.927 -22.885
O -12.896 -23.483 -22.091
C -12.753 -24.573 -22.568
O -11.569 -25.109 -22.975
C -11.828 -26.372 -23.596
C -13.398 -26.314 -23.849
F -13.864 -27.505 -23.482
O -13.853 -25.360 -22.989
H -11.247 -26.651 -24.475
H -11.588 -27.091 -22.813
H -13.658 -25.987 -24.856

---

(3)
39
Properties=species:S:1:pos:R:3 method="wB97M-V/def2-TZVPD" molar_mass_g_mol=281.35 charge=+1 lumo_ev=-5.33 homo_lumo_gap_ha=0.21480 e_tot_ha=-905.82820
C 1.183 -3.490 0.727
C -0.126 -2.818 0.690
N -0.438 -1.534 0.567
C -1.820 -1.457 0.591
C -2.359 -2.721 0.727
C -3.732 -3.255 0.807
N -1.269 -3.559 0.783
H 1.966 -2.727 0.725
H 1.275 -4.106 1.633
H 1.305 -4.139 -0.152
H -2.355 -0.524 0.513
H -4.450 -2.427 0.825
H -3.977 -3.894 -0.056
H -3.886 -3.857 1.717
H -1.309 -4.572 0.882
F 2.704 1.091 -5.176
C 2.088 0.968 -3.956
C 2.377 -0.155 -3.179
C 1.807 -0.236 -1.917
C 1.036 0.832 -1.369
C 0.716 0.791 0.016
C 0.390 1.909 0.836
C -0.082 1.655 2.159
C -0.370 2.687 3.043
C -0.213 4.025 2.645
C 0.244 4.313 1.349
C 0.558 3.285 0.462
C 0.660 1.885 -2.267
C 1.220 1.978 -3.539
H 3.040 -0.935 -3.550
H 1.966 -1.116 -1.292
H 0.966 -0.133 0.544
H -0.213 0.612 2.451
H -0.720 2.453 4.051
H -0.440 4.834 3.341
H 0.362 5.353 1.035
H 0.965 3.533 -0.518
H -0.074 2.627 -1.952
H 1.006 2.822 -4.195

---

(4)
43
Properties=species:S:1:pos:R:3 method="wB97M-V/def2-TZVPD" molar_mass_g_mol=386.18 s2=6.1217 lumo_ev="0.17 / -2.05" homo_lumo_gap_ha="0.23118 / 0.22824" multiplicity=5 e_tot_ha=-2411.60236
C -3.589 -0.548 -2.596
C -2.597 0.576 -2.510
O -1.270 -0.036 -2.421
C -0.280 0.843 -2.152
C 0.969 0.233 -1.443
C 2.233 1.027 -1.951
O 2.434 2.216 -1.907
C 3.319 0.025 -2.361
C 2.680 -1.371 -2.178
C 1.152 -1.151 -2.125
O -0.429 2.045 -2.346
H -4.597 -0.135 -2.643
H -3.457 -1.174 -3.480
H -3.493 -1.200 -1.728
H -2.633 1.188 -3.412
H -2.755 1.199 -1.618
H 3.653 0.244 -3.397
H 4.189 0.123 -1.686
H 2.963 -2.014 -3.019
H 3.013 -1.864 -1.237
H 0.617 -1.942 -1.601
H 0.775 -1.118 -3.178
O -2.289 -0.488 5.806
C -1.664 -0.534 4.819
Fe -1.070 0.013 3.230
C -2.618 0.569 2.486
O -3.573 1.103 2.113
C -0.864 1.662 3.777
O -0.953 2.744 4.208
C 0.797 0.574 0.033
C 1.854 0.829 1.114
C 1.839 0.500 2.444
C 0.981 -0.358 3.249
C 0.307 -1.510 2.728
C -0.427 -1.292 1.529
C -0.407 -0.067 0.777
H 0.581 1.651 -0.305
H 2.781 1.361 0.836
H 2.724 0.835 3.024
H 1.211 -0.305 4.331
H 0.240 -2.433 3.345
H -1.002 -2.186 1.205
H -1.340 0.164 0.242